Entry 1:
The molecule BrClFP. Source: the OMol25 dataset; level of theory: ωB97M-V/def2-TZVPD.

Last column: Löwdin spin population.
Positions of all 4 atoms, in Å:
1 F -0.6312 -1.2039 1.7214  0.14
2 P -0.7375 -1.3905 0.0831  0.77
3 Cl 0.6389 2.5811 -1.2859  0.81
4 Br 0.7298 0.0133 -0.5187  0.28

HOMO (alpha / beta): -8.70 / -11.13 eV
gap between HOMO and LUMO (alpha / beta): 9.06 / 7.48 eV
total charge: 0
multiplicity: 3

Entry 2:
The molecule C3H8N4. Source: the OMol25 dataset; level of theory: ωB97M-V/def2-TZVPD.

Last column: Löwdin charge in e.
Positions of all 15 atoms, in Å:
1 H 0.7399 -2.2794 -0.0202  0.04
2 N 0.7392 -2.2095 -1.0378  0.10
3 C -0.3261 -1.6805 -1.4935  -0.34
4 N -1.4929 -1.4391 -0.8128  0.02
5 N -1.6499 -0.8312 0.2600  -0.03
6 C -0.8283 0.0685 0.8778  -0.17
7 C 0.5210 0.9905 0.0119  -0.23
8 N 0.9271 2.1321 0.7194  -0.01
9 H -0.4212 -1.5615 -2.5710  0.10
10 H 0.1315 -0.3348 1.2909  0.10
11 H -1.3840 0.8179 1.4410  0.09
12 H 1.3598 0.3363 -0.2151  0.08
13 H 0.0214 1.2578 -0.9186  0.09
14 H 0.1849 2.7887 0.9221  0.08
15 H 1.4777 1.9441 1.5460  0.08

HOMO: -8.46 eV
SMILES: [H]/N=C\N=N/CCN
gap between HOMO and LUMO: 8.35 eV
total charge: 0

The records above yield F_max values of 0.04829, 0.10288 hartree/bohr, respectively.